3 unconnected molecules or ions with the total composition CH6O3 in a non-equilibrium geometry. Source: the OMol25 dataset; level of theory: wB97M-V/def2-TZVPD.

Calculated values
HOMO-LUMO gap ... 11.24 eV
Energy relative to the best compared isomer or geometry (same formula, charge and spin) ... 16.2 kcal per mole
Total energy ... -7275.276 eV
LUMO level ... 0.54 eV
Structure (SMILES) ... C=O.O.O

Each line ends with the natural charge from an NBO analysis.
Atoms and positions in Å:
C (-0.345, -0.064, -0.618)  0.291
O (0.087, -0.219, 0.473)  -0.527
H (0.095, -0.478, -1.434)  0.126
H (-1.299, 0.592, -0.743)  0.115
O (-0.607, 2.878, 0.301)  -0.923
H (-0.448, 2.014, 0.715)  0.464
H (-0.519, 3.329, 1.071)  0.457
O (1.151, -2.768, -0.269)  -0.928
H (0.389, -2.295, -0.059)  0.460
H (1.497, -2.989, 0.563)  0.465